Entry from the Open Molecules 2025 dataset: a cluster of 14 separate species, C4H34NO16 in total at a distorted geometry (ωB97M-V/def2-TZVPD).

Electronic energy, eV: -38950.033
Charge: -1
Frontier orbital gap, Ha: 0.3269
LUMO, eV: 2.254
Energy above the lowest of the compared OMol25 structures with the same formula, charge and spin, kcal per mole: 174.88

Each line ends with the Mulliken charge.
CARTESIAN COORDINATES (ANGSTROEM)
C: 2.16548 -2.50788 0.93235  -1.13
N: 1.25770 -1.97880 -0.03112  0.09
C: -0.07040 -1.60703 0.59763  -0.32
C: -1.30262 -2.28782 -0.19474  -0.85
O: -2.17288 -1.18868 -0.64735  -0.35
C: -0.31378 -0.07740 0.68375  -0.05
O: 0.16216 0.67232 -0.27943  0.38
O: -0.73962 0.36302 1.74010  -0.50
H: 1.67444 -3.33119 1.36759  0.44
H: 2.56765 -1.73472 1.58014  0.21
H: 3.06537 -2.74408 0.37853  0.41
H: 1.66706 -1.22829 -0.53780  0.17
H: -0.10204 -2.02748 1.62946  0.74
H: -0.81525 -2.73160 -1.07430  0.46
H: -1.91840 -3.01706 0.49530  0.21
H: -2.92040 -1.05451 0.02441  0.26
H: 1.44337 -0.19600 3.04097  0.32
H: 0.43430 -0.05761 4.24532  0.41
O: 1.40853 0.05394 3.98238  -0.78
H: -1.80454 -0.70622 2.41554  0.33
H: -2.77418 -1.22331 3.68713  0.25
O: -2.06124 -1.43965 3.11025  -0.68
H: -3.91717 0.73242 2.63731  0.32
H: -3.97766 0.74480 1.07772  0.21
O: -3.93351 0.13024 1.78153  -0.63
H: 1.92041 1.54373 1.24021  0.40
H: 1.58599 0.72437 -0.02133  0.08
O: 2.38059 1.18496 0.46735  -0.78
H: 3.83098 2.26119 -0.02684  0.37
H: 4.84683 1.18565 -0.11810  0.25
O: 4.60132 1.96069 -0.45413  -0.63
H: 0.03408 2.08943 -2.10037  0.25
H: 0.09072 3.35783 -3.08526  0.28
O: -0.29981 2.41798 -2.97510  -0.70
H: 2.78901 0.50250 -3.57738  0.30
H: 3.71734 1.52901 -2.69773  0.36
O: 3.25632 1.34192 -3.59873  -0.66
H: -2.40718 -0.47829 -2.90135  0.30
H: -2.16724 -1.05016 -4.18737  0.28
O: -2.65535 -0.46587 -3.79602  -0.66
H: -3.50300 1.76149 -0.52723  0.34
H: -3.52358 1.91997 -2.05667  0.34
O: -4.09054 2.10601 -1.33497  -0.66
H: -0.01939 2.10622 2.84324  0.20
H: 1.33668 1.68211 3.59625  0.44
O: 0.69859 2.44097 3.43727  -0.74
H: 0.98876 -3.19629 -2.65932  0.34
H: 0.97032 -3.80492 -1.57548  0.34
O: 0.41977 -3.93923 -2.39263  -0.70
H: -0.99320 3.51913 1.58236  0.28
H: 0.16098 2.82112 0.59452  0.32
O: -0.37389 3.57093 0.79231  -0.63
H: 0.05447 -0.34794 -1.65739  -0.06
H: -0.41898 0.30649 -2.91436  0.49
O: -0.25337 -0.60840 -2.53842  -0.65

Cartesian forces (eV/Å) of the 3 atoms listed first:
C 1.39 1.40 -1.11
N -2.54 -0.26 0.22
C -0.45 -1.06 -0.63



Entry from the Open Molecules 2025 dataset: a cluster of 13 separate species, C4H34O12S in total at a distorted geometry (ωB97M-V/def2-TZVPD).

Electronic energy, eV: -40103.929
Charge: 0
Frontier orbital gap, Ha: 0.3366
LUMO, eV: -0.169
Energy above the lowest of the compared OMol25 structures with the same formula, charge and spin, kcal per mole: 14.24

Each line ends with the Mulliken charge.
CARTESIAN COORDINATES (ANGSTROEM)
C: -0.28079 -0.58477 0.08801  0.18
C: 0.51588 -1.25605 -1.06851  0.96
C: 1.39102 -2.46742 -0.72930  -0.97
C: 1.96110 -2.34363 0.67479  0.24
S: 3.80778 -1.92324 0.51059  -0.18
H: -1.17094 -0.14939 -0.33577  -0.55
H: -0.63352 -1.24732 0.91937  -0.08
H: 0.44360 0.19477 0.31159  0.29
H: 1.13404 -0.38982 -1.46007  -0.28
H: -0.03881 -1.58682 -1.99946  -0.15
H: 2.27801 -2.58579 -1.35041  0.40
H: 0.81825 -3.40893 -0.79425  0.40
H: 1.75288 -3.29357 1.18126  0.37
H: 1.66256 -1.44371 1.23912  -0.70
H: 3.59233 -0.67243 0.10580  0.10
H: -3.43080 -1.81771 -0.22551  0.29
H: -3.07199 -2.48812 1.11618  0.33
O: -3.31060 -1.62399 0.71272  -0.69
H: 2.60252 -0.75718 2.61996  0.38
H: 2.36398 0.45413 3.65081  0.31
O: 2.28761 -0.48993 3.48589  -0.62
H: -2.43416 -2.48198 3.26834  0.34
H: -0.98628 -2.73866 2.76312  0.29
O: -1.86144 -3.12985 2.83733  -0.67
H: -2.21149 -0.33927 -4.40034  0.30
H: -1.12793 -1.39416 -4.21567  0.30
O: -1.97486 -1.10273 -3.86282  -0.62
H: -1.82849 0.91879 -2.04553  0.30
H: -0.37980 1.40702 -1.76478  0.33
O: -1.12996 1.50591 -2.35615  -0.55
H: -1.11157 1.22906 1.65830  0.41
H: 0.34335 2.06680 1.70802  0.31
O: -0.46653 1.76039 2.13105  -0.69
H: -1.91485 0.81891 4.31586  0.29
H: -0.87488 0.26637 3.33644  0.37
O: -1.58846 -0.01421 3.95925  -0.59
H: -3.26243 0.13828 0.75303  0.36
H: -4.17404 1.12131 1.55178  0.29
O: -3.51864 1.07533 0.85314  -0.64
H: 0.47152 3.60464 -0.18373  0.32
H: -0.26915 4.02220 1.18486  0.32
O: 0.52710 3.68008 0.77288  -0.68
H: 1.31410 0.89746 -3.41965  0.28
H: 2.53467 0.01280 -3.58373  0.30
O: 1.59509 0.05497 -3.79177  -0.59
H: 2.60690 1.24159 -0.24275  0.27
H: 2.98137 2.46207 -1.03942  0.32
O: 3.35981 1.85904 -0.38641  -0.64
H: -0.40064 3.76002 -2.30868  0.31
H: 0.59572 3.51699 -3.54399  0.28
O: 0.51186 3.66175 -2.60083  -0.62

Cartesian forces (eV/Å) of the 3 atoms listed first:
C 0.30 -1.27 -0.91
C 0.16 0.02 -2.12
C -0.32 0.25 0.77